# 1
Computed, not measured: 3 unconnected molecules or ions with the total composition C24H47Cl2N4O7P in a non-equilibrium geometry, with ωB97M-V with the def2-TZVPD basis set.

Results
structure (SMILES) = CC[C@@H](Cl)[C@@](C#N)([C@@H](C#N)CCCOC(C)=O)P(O)Cl.COCCNCCOC.COCCNCCOC
LUMO level = -0.157 eV

Each line ends with the Löwdin charge.
Positions of all 85 atoms, in Å:
C  0.927  -0.930  0.717  -0.150
C  1.093  0.709  0.995  -0.253
C  0.286  1.232  2.322  -0.574
Cl  0.772  0.051  3.717  0.523
C  0.708  2.728  2.849  -0.550
C  2.316  3.049  2.813  -0.134
N  3.580  3.308  2.556  0.129
C  -0.058  3.970  2.102  -0.245
C  0.899  5.327  2.302  -0.118
N  1.295  6.575  2.435  0.100
C  -0.238  3.794  0.477  -0.159
C  -1.566  2.951  0.018  -0.135
C  -2.971  3.537  0.685  -0.167
O  -3.299  2.642  1.822  -0.178
C  -4.616  3.060  2.369  -0.295
C  -4.592  3.897  3.785  -0.047
O  -5.720  2.752  1.677  -0.011
P  0.143  2.799  4.712  0.661
O  0.011  4.444  5.268  -0.401
Cl  -1.883  2.047  4.855  0.192
H  0.108  -1.430  1.387  0.066
H  1.990  -1.466  0.791  0.088
H  0.589  -1.093  -0.416  0.084
H  2.268  0.882  1.057  0.123
H  0.725  1.218  -0.020  0.094
H  -0.891  1.138  2.239  0.110
H  -1.097  4.109  2.674  0.128
H  -0.364  4.895  0.038  0.139
H  0.778  3.396  0.055  0.113
H  -1.690  3.120  -1.157  0.116
H  -1.490  1.793  0.187  0.113
H  -2.792  4.614  1.162  0.138
H  -3.846  3.645  -0.099  0.143
H  -3.674  4.653  3.745  0.095
H  -5.631  4.460  3.926  0.106
H  -4.474  3.213  4.746  0.067
H  -0.237  4.416  6.259  0.084
C  1.579  -6.900  4.796  -0.112
O  1.839  -7.599  3.583  -0.202
C  0.670  -8.219  3.032  -0.204
C  0.259  -7.521  1.725  -0.206
N  -0.276  -6.179  1.984  -0.056
C  -0.446  -5.375  0.769  -0.195
C  0.825  -5.006  -0.021  -0.213
O  1.703  -4.117  0.671  -0.208
C  2.611  -4.757  1.558  -0.092
H  2.538  -6.588  5.219  0.090
H  0.981  -6.008  4.606  0.074
H  1.073  -7.547  5.520  0.087
H  -0.160  -8.253  3.749  0.121
H  0.947  -9.251  2.799  0.118
H  -0.507  -8.121  1.222  0.121
H  1.142  -7.476  1.081  0.099
H  0.359  -5.684  2.608  0.068
H  -0.927  -4.437  1.085  0.116
H  -1.153  -5.879  0.104  0.115
H  0.501  -4.463  -0.916  0.117
H  1.366  -5.887  -0.388  0.109
H  2.908  -5.750  1.207  0.090
H  2.179  -4.813  2.559  0.071
H  3.509  -4.135  1.624  0.090
C  1.369  -0.517  -5.731  -0.112
O  1.839  0.761  -6.147  -0.201
C  1.036  1.344  -7.182  -0.203
C  0.280  2.570  -6.647  -0.205
N  -0.780  2.176  -5.710  -0.056
C  -1.363  3.306  -4.980  -0.195
C  -0.439  4.085  -4.022  -0.209
O  -0.007  3.330  -2.889  -0.218
C  1.142  2.526  -3.119  -0.085
H  2.112  -0.947  -5.056  0.090
H  0.426  -0.424  -5.191  0.073
H  1.248  -1.187  -6.588  0.088
H  0.353  0.616  -7.638  0.121
H  1.728  1.679  -7.960  0.119
H  -0.169  3.112  -7.487  0.122
H  1.009  3.226  -6.163  0.100
H  -0.394  1.521  -5.032  0.068
H  -2.190  2.894  -4.384  0.118
H  -1.811  4.001  -5.696  0.117
H  -1.024  4.918  -3.617  0.120
H  0.414  4.544  -4.537  0.111
H  1.828  2.975  -3.843  0.094
H  0.841  1.526  -3.436  0.072
H  1.672  2.421  -2.166  0.079



# 2
Computed, not measured: 10 unconnected molecules or ions with the total composition C24H47Cl3N7O20 in a non-equilibrium geometry, with ωB97M-V with the def2-TZVPD basis set.

Results
LUMO level = 1.242 eV
net charge = -1

Each line ends with the Löwdin charge.
Positions of all 101 atoms, in Å:
C  -4.389  -5.164  -0.532  -0.084
C  -3.911  -3.899  0.200  -0.231
C  -3.555  -4.258  1.645  -0.137
N  -2.916  -3.120  2.392  -0.261
C  -3.743  -1.896  2.322  0.012
C  -2.779  -3.519  3.863  -0.083
C  -1.441  -2.932  4.275  -0.131
C  -0.537  -2.920  3.045  -0.108
C  -1.527  -2.784  1.872  -0.074
H  -3.794  -6.043  -0.270  0.076
H  -4.238  -5.057  -1.604  0.076
H  -5.431  -5.379  -0.294  0.077
H  -4.642  -3.102  0.146  0.107
H  -2.957  -3.682  -0.285  0.095
H  -2.877  -5.107  1.657  0.137
H  -4.488  -4.420  2.190  0.139
H  -3.759  -1.436  1.340  0.101
H  -3.388  -1.201  3.085  0.106
H  -4.774  -2.168  2.567  0.113
H  -3.653  -3.135  4.377  0.133
H  -2.760  -4.608  3.868  0.127
H  -1.657  -1.897  4.556  0.108
H  -0.966  -3.492  5.078  0.122
H  0.059  -2.014  3.027  0.083
H  0.086  -3.792  2.864  0.120
H  -1.522  -1.824  1.359  0.103
H  -1.327  -3.532  1.104  0.123
C  2.429  -0.746  2.796  -0.068
C  3.076  0.038  1.682  -0.140
N  2.246  -0.034  0.470  -0.041
C  2.252  -1.044  -0.477  0.006
C  1.589  -0.563  -1.548  -0.012
N  1.116  0.687  -1.222  -0.033
C  1.547  0.973  -0.007  -0.020
C  0.463  1.732  -2.020  0.016
H  1.351  -0.602  2.760  0.041
H  2.707  -0.308  3.757  0.072
H  2.686  -1.805  2.820  0.077
H  4.086  -0.268  1.418  0.131
H  3.120  1.107  1.888  0.114
H  2.780  -1.971  -0.342  0.129
H  1.328  -1.018  -2.487  0.088
H  1.416  1.931  0.482  0.167
H  -0.182  1.243  -2.743  0.083
H  1.213  2.348  -2.504  0.084
H  -0.131  2.344  -1.345  0.058
Cl  0.131  5.179  0.265  0.661
O  -1.212  4.965  0.775  -0.366
O  0.263  6.622  0.158  -0.379
O  1.122  4.440  1.006  -0.370
O  0.143  4.714  -1.131  -0.422
Cl  2.929  -3.953  -3.598  0.631
O  3.064  -5.327  -3.204  -0.362
O  1.542  -3.527  -3.502  -0.411
O  3.727  -3.075  -2.758  -0.387
O  3.392  -3.767  -4.959  -0.386
Cl  -1.194  1.390  3.136  0.642
O  -1.835  0.701  4.257  -0.399
O  -1.332  0.638  1.893  -0.390
O  -1.789  2.677  2.995  -0.320
O  0.196  1.546  3.519  -0.377
C  -4.515  1.462  -1.078  0.040
N  -3.442  2.200  -0.372  -0.425
O  -2.362  2.240  -0.938  0.047
O  -3.713  2.853  0.602  0.101
H  -5.400  1.506  -0.445  0.091
H  -4.236  0.415  -1.166  0.061
H  -4.708  1.938  -2.032  0.099
C  -0.200  5.214  -4.390  0.053
N  1.030  4.624  -5.007  -0.442
O  1.411  3.581  -4.527  0.058
O  1.550  5.214  -5.931  0.051
H  -0.934  5.419  -5.163  0.092
H  0.117  6.134  -3.907  0.107
H  -0.545  4.498  -3.655  0.079
C  -1.614  -1.686  -3.299  0.058
N  -2.498  -1.559  -2.121  -0.419
O  -2.027  -1.057  -1.124  0.070
O  -3.649  -1.950  -2.234  0.040
H  -0.802  -0.969  -3.205  0.058
H  -2.058  -1.436  -4.257  0.106
H  -1.136  -2.665  -3.320  0.106
C  2.300  -0.875  -6.642  0.047
N  2.284  -0.228  -5.307  -0.419
O  1.242  -0.273  -4.675  0.021
O  3.345  0.124  -4.855  0.095
H  2.990  -1.714  -6.604  0.090
H  2.665  -0.131  -7.347  0.097
H  1.298  -1.207  -6.880  0.092
C  6.064  3.654  3.753  -0.118
C  5.369  2.620  4.348  -0.114
C  3.970  2.612  4.342  -0.095
C  3.338  3.555  3.544  -0.092
C  4.034  4.593  2.919  -0.077
C  5.412  4.627  2.988  -0.093
H  7.132  3.760  3.904  0.092
H  5.909  2.003  5.060  0.092
H  3.352  1.822  4.748  0.092
H  2.261  3.548  3.400  0.098
H  3.425  5.289  2.355  0.101
H  5.988  5.359  2.435  0.097



# 3
Computed, not measured: 11 unconnected molecules or ions with the total composition C24H47ClN12O20PS in a non-equilibrium geometry, with ωB97M-V with the def2-TZVPD basis set.

Results
LUMO level = -4.841 eV
net charge = +1

Each line ends with the Löwdin charge.
Positions of all 106 atoms, in Å:
N  3.287  0.398  -3.962  -0.323
P  2.743  0.030  -2.477  0.717
C  1.721  1.471  -1.809  -0.213
C  2.036  2.886  -2.424  0.033
C  1.196  4.087  -1.864  -0.454
Cl  1.422  5.804  -2.492  0.621
C  0.143  3.794  -0.764  -0.145
C  -0.762  5.008  -0.198  -0.132
C  -2.214  4.903  -0.950  -0.240
C  -2.583  6.223  -1.801  -0.527
S  -4.333  6.813  -1.437  0.671
N  -0.093  2.455  -0.239  0.134
C  0.641  1.275  -0.710  -0.086
C  0.235  -0.101  -0.059  -0.135
C  1.169  -1.318  0.169  -0.022
C  0.608  -2.628  0.828  -0.004
C  -0.877  -2.775  1.287  -0.015
C  -1.811  -1.546  1.099  -0.039
C  -1.257  -0.247  0.436  -0.015
H  4.326  0.402  -3.931  -0.034
H  1.983  -1.196  -2.511  0.026
H  3.928  -0.105  -1.657  0.033
H  2.832  3.068  -3.217  0.115
H  -0.968  4.786  0.917  0.121
H  -0.271  6.021  -0.378  0.090
H  -2.139  4.030  -1.701  0.090
H  -3.069  4.657  -0.235  0.103
H  -1.830  7.046  -1.559  0.080
H  -2.597  5.918  -2.910  0.061
H  -5.170  5.807  -1.957  -0.130
H  -0.847  2.394  0.476  0.154
H  2.266  -1.275  -0.131  0.064
H  1.279  -3.554  0.983  0.070
H  -1.324  -3.720  1.743  0.097
H  -2.911  -1.596  1.434  0.106
H  -2.008  0.623  0.331  0.096
C  2.108  -7.099  0.882  0.025
N  2.646  -5.741  0.618  -0.411
O  2.739  -4.976  1.570  0.041
O  2.959  -5.483  -0.535  0.052
H  1.875  -7.185  1.941  0.081
H  1.210  -7.219  0.280  0.092
H  2.876  -7.818  0.597  0.074
C  6.752  -8.333  1.192  0.054
N  5.396  -8.804  0.807  -0.419
O  5.282  -9.369  -0.265  0.094
O  4.489  -8.587  1.601  0.014
H  7.452  -8.591  0.399  0.101
H  6.700  -7.252  1.323  0.104
H  7.022  -8.832  2.122  0.106
C  -3.120  3.136  -5.577  0.056
N  -3.556  2.913  -4.173  -0.426
O  -3.762  1.763  -3.826  0.079
O  -3.677  3.905  -3.467  0.009
H  -3.056  2.174  -6.082  0.102
H  -3.863  3.774  -6.055  0.107
H  -2.144  3.621  -5.545  0.104
C  -2.487  -8.114  2.236  0.054
N  -1.071  -7.801  1.911  -0.416
O  -0.302  -8.746  1.788  0.069
O  -0.780  -6.615  1.790  0.035
H  -2.599  -9.194  2.312  0.102
H  -2.720  -7.634  3.185  0.106
H  -3.104  -7.718  1.430  0.104
C  4.279  -3.646  -2.667  0.025
N  5.272  -2.839  -3.425  -0.421
O  6.289  -3.402  -3.788  0.092
O  4.991  -1.664  -3.629  -0.012
H  4.658  -4.661  -2.562  0.092
H  4.152  -3.179  -1.690  0.085
H  3.348  -3.639  -3.233  0.104
C  2.670  -9.790  3.935  0.029
N  1.958  -9.786  5.240  -0.445
O  0.880  -10.358  5.293  0.060
O  2.507  -9.209  6.165  0.063
H  2.069  -10.336  3.209  0.097
H  2.798  -8.753  3.628  0.079
H  3.631  -10.280  4.086  0.103
C  2.453  4.875  2.094  0.054
N  1.736  4.904  3.395  -0.426
O  0.650  4.347  3.449  0.060
O  2.288  5.483  4.315  0.063
H  1.847  4.330  1.372  0.065
H  2.597  5.907  1.775  0.110
H  3.407  4.374  2.254  0.109
C  -8.689  6.065  0.099  0.048
N  -7.804  7.173  -0.345  -0.441
O  -7.339  7.899  0.517  0.070
O  -7.608  7.275  -1.548  0.013
H  -8.774  6.096  1.184  0.097
H  -9.662  6.214  -0.368  0.107
H  -8.234  5.130  -0.226  0.091
C  4.340  7.361  5.454  0.029
N  5.339  8.160  4.698  -0.447
O  6.360  7.592  4.343  0.058
O  5.062  9.330  4.485  0.061
H  4.717  6.346  5.569  0.094
H  4.208  7.835  6.427  0.106
H  3.415  7.367  4.883  0.073
C  -7.663  4.122  -3.431  0.031
N  -9.025  3.668  -3.813  -0.443
O  -9.145  3.091  -4.882  0.072
O  -9.926  3.908  -3.025  0.059
H  -6.966  3.844  -4.219  0.087
H  -7.699  5.205  -3.312  0.088
H  -7.403  3.629  -2.495  0.098